# 1
The following is a DFT calculation (the ωB97M-V functional and the def2-TZVPD basis) of C38H29CaN5O7S2Se as an isolated structure.

The geometry in ORCA input format:
```
! wB97M-V def2-TZVPD RIJCOSX def2/J DEFGRID3
* xyz -2 1
Ca 0.20265 0.52752 -1.30365
O -7.66358 1.12335 0.28441
C -6.89403 0.65586 1.29608
O -7.43282 0.19545 2.27019
C -5.41824 0.80676 1.14993
C -4.63374 0.51235 2.25981
C -3.25649 0.63340 2.19075
C -2.65774 1.04897 1.00493
C -3.42604 1.33813 -0.12154
C -4.79945 1.21929 -0.03278
N -1.25135 1.13950 0.90067
C -0.64723 1.85921 1.74632
C 0.82022 2.01314 1.72554
C 1.44593 2.78975 2.69122
C 2.82723 2.90582 2.64703
C 3.51584 2.25424 1.64230
C 2.79940 1.51593 0.70684
N 1.47960 1.39159 0.75072
H -7.09946 1.50441 -0.39937
H -5.11816 0.17423 3.16574
H -2.63508 0.36076 3.03536
H -2.94184 1.69137 -1.02337
H -5.35803 1.44495 -0.93603
H -1.18222 2.42812 2.51397
H 0.85923 3.28826 3.45202
H 3.35278 3.50306 3.38222
H 4.59167 2.32145 1.55432
H 3.29653 1.00717 -0.10996
C -3.41999 -2.83112 1.91302
C -3.04334 -3.23574 3.18015
C -1.70442 -3.15863 3.53262
C -0.79577 -2.66994 2.59825
N -1.15644 -2.26055 1.38133
C -2.44236 -2.34590 1.05072
C 0.66505 -2.62566 2.89468
C 1.30418 -3.74866 3.41082
C 2.68032 -3.71926 3.57080
C 3.36316 -2.57275 3.21259
C 2.63133 -1.49434 2.73356
N 1.31369 -1.50500 2.58145
H -4.45258 -2.86324 1.59116
H -3.77881 -3.60117 3.88713
H -1.36131 -3.46002 4.51454
H -2.68637 -2.00953 0.04980
H 0.73107 -4.64059 3.62928
H 3.21067 -4.59093 3.93408
H 4.44102 -2.51128 3.26408
H 3.13910 -0.58279 2.44178
O -2.44965 3.70260 -2.50558
C -1.28372 3.29426 -2.39692
O -0.90411 2.44208 -1.53720
C -0.21700 3.86483 -3.33265
C -0.70640 4.75414 -4.29292
C 0.10179 5.38578 -5.21978
C 1.46818 5.11922 -5.18723
C 1.97366 4.24249 -4.24959
C 1.17222 3.58063 -3.29364
S 2.05572 2.52765 -2.18286
H -1.77454 4.92880 -4.27399
H -0.32024 6.06480 -5.95234
H 2.14131 5.59013 -5.89740
H 3.03507 4.02737 -4.22704
C 0.53496 -6.79616 -4.24004
C 0.02314 -5.40502 -3.97540
C -1.27394 -5.03976 -4.31490
C -1.73964 -3.75136 -4.07788
C -0.90042 -2.81757 -3.49644
C 0.40097 -3.16270 -3.15618
C 0.85371 -4.44898 -3.39242
S -1.49648 -1.17573 -3.13968
O -2.77326 -1.06178 -3.80166
O -0.44290 -0.25774 -3.57979
O -1.56825 -1.11160 -1.66262
H -0.27822 -7.47198 -4.50913
H 1.03954 -7.20263 -3.36180
H 1.25792 -6.80075 -5.05948
H -1.93280 -5.77246 -4.76980
H -2.74726 -3.45836 -4.34093
H 1.05811 -2.43346 -2.70206
H 1.86887 -4.70544 -3.10932
Se 4.43699 -2.88290 -0.69046
C 2.99982 -1.78416 -0.91919
N 2.08927 -1.07560 -1.05217
*
```

Computed properties:
LUMO energy ... 0.14312 hartree
Energy above the lowest of the compared OMol25 structures with the same formula, charge and spin ... 0.0 kcal/mol
HOMO ... -1.524 eV


# 2
The following is a DFT calculation (the ωB97M-V functional and the def2-TZVPD basis) of C38H29Cl4IN9O2RuS3 as an isolated structure at a distorted geometry.

The geometry in ORCA input format:
```
! wB97M-V def2-TZVPD RIJCOSX def2/J DEFGRID3
* xyz 0 2
Ru 0.03603 0.00826 0.16619
S 0.15079 -0.16190 2.57411
C 1.83818 -0.17051 2.89150
C 2.28699 -0.26586 4.22606
C 3.62470 -0.30565 4.52958
C 4.04700 -0.39610 5.90609
N 4.38239 -0.46838 7.00266
C 4.58705 -0.25607 3.49048
C 4.16063 -0.14468 2.18855
C 2.79000 -0.09549 1.87222
S 2.32910 0.05383 0.22269
C 5.99728 -0.33621 3.77355
N 7.12800 -0.41062 3.96534
H 1.55175 -0.30760 5.01887
H 4.88659 -0.09583 1.38714
Cl -6.03419 0.09192 -3.26976
C -4.33395 0.10495 -2.87547
C -3.40606 0.09649 -3.87767
C -2.02841 0.09208 -3.59335
I -0.62559 0.10909 -5.12475
C -1.53502 0.07444 -2.29195
O -0.27840 0.07013 -1.99017
C -2.53875 0.08224 -1.26354
N -2.05249 0.05199 0.00193
C -2.87640 0.05534 1.02090
C -4.27714 0.11894 0.84633
C -4.79573 0.15332 -0.40969
C -3.92634 0.11562 -1.52784
H -3.74780 0.09431 -4.90449
H -2.41864 0.01624 2.00176
H -4.92999 0.14048 1.70880
H -5.86671 0.21524 -0.56072
C -2.67124 6.00518 0.49543
C -2.39993 5.63854 -0.96121
C -3.31399 4.50476 -1.42296
C -0.92682 5.28947 -1.18863
N -0.51830 4.08008 -0.47838
C -0.51102 2.82431 -0.90238
N -0.07870 2.07401 0.07937
N 0.19468 2.90042 1.12212
N -0.06782 4.10656 0.78798
H -3.70888 6.31769 0.61839
H -2.02620 6.82095 0.82623
H -2.49450 5.15356 1.15525
H -2.59037 6.51686 -1.58415
H -3.18123 3.61293 -0.80331
H -3.12541 4.23323 -2.46520
H -4.35922 4.80474 -1.34218
H -0.28328 6.09323 -0.83777
H -0.73784 5.12189 -2.24808
H -0.79588 2.48641 -1.88482
Cl -8.14244 -2.53400 -0.05899
C -6.62071 -3.32517 0.20298
C -5.57554 -3.10307 -0.67157
C -4.36580 -3.74107 -0.44441
C -4.16586 -4.60630 0.62909
C -2.86192 -5.35407 0.87380
C -1.79221 -5.21810 -0.23252
N -0.87271 -4.11224 -0.01053
C 0.31575 -4.21767 0.67854
C 0.82340 -2.96192 0.76491
N -0.04994 -2.08897 0.15926
C -1.04631 -2.80974 -0.30116
O -2.29652 -5.09411 2.14596
C -2.25929 -3.72186 2.57354
C -3.12963 -3.49934 3.77217
C -2.98593 -4.13849 4.96353
Cl -1.80089 -5.31374 5.34972
S -4.14754 -3.65028 6.12238
C -4.85360 -2.55548 5.01525
C -4.22317 -2.58365 3.81178
C -5.25887 -4.82236 1.47443
Cl -5.16084 -5.94366 2.79095
C -6.47220 -4.18369 1.27796
H -5.69729 -2.43886 -1.51768
H -3.57172 -3.56346 -1.15440
H -3.11978 -6.41595 0.90341
H -2.26032 -5.14257 -1.21144
H -1.18299 -6.11835 -0.22376
H 0.69684 -5.16537 1.01642
H 1.73620 -2.62587 1.22381
H -1.87191 -2.42412 -0.87202
H -2.59577 -3.05474 1.77976
H -1.22292 -3.47771 2.81021
H -5.69404 -1.95185 5.32006
H -4.51169 -1.97764 2.96149
H -7.29757 -4.37194 1.95034
*
```

Computed properties:
LUMO energy (spin up / spin down) ... -0.02867 / -0.07024 hartree
Energy above the lowest of the compared OMol25 structures with the same formula, charge and spin ... 7.1 kcal/mol
HOMO (spin up / spin down) ... -7.413 / -7.666 eV
⟨S²⟩ ... 0.76